1.
This record from the OMol25 dataset describes a single C27H25N5O4 molecule at a distorted geometry. The level of theory is ωB97M-V with the def2-TZVPD basis set.

Values from the calculation:
Charge ... 0
HOMO energy ... -8.43 eV
ΔE to the lowest compared entry with this formula, charge and spin ... 186.8 kJ/mol
SMILES ... O=C(Cn1c2ccccc2c(=O)c2ccccc21)N/N=C/c1cc([N+](=O)[O-])ccc1N1CCCCC1
E_tot ... -1618.5552 Ha

XYZ file:
```
61
Properties=species:S:1:pos:R:3:forces:R:3
O -0.445772 -3.226285 2.746758 -0.004 -0.171 0.206
C -0.966879 -2.407617 2.036626 -0.205 0.083 -0.086
C -2.481785 -2.138558 2.074179 0.205 -0.218 0.267
N -3.022732 -1.435933 0.934416 0.088 -0.022 0.188
C -3.444711 -2.164025 -0.165321 -0.275 -0.038 -0.484
C -3.070045 -3.502938 -0.335705 0.057 -0.071 0.099
C -3.522494 -4.224597 -1.419301 -0.016 0.076 0.055
C -4.355321 -3.642678 -2.368909 -0.049 0.011 -0.078
C -4.703514 -2.319894 -2.232279 0.054 0.008 0.084
C -4.251772 -1.565127 -1.146964 0.023 -0.262 -0.080
C -4.617489 -0.147751 -1.070662 -0.140 0.051 -0.072
O -5.403238 0.380004 -1.841789 0.138 -0.072 0.098
C -3.922109 0.598945 -0.014423 0.094 0.197 0.152
C -4.038704 1.989983 0.009475 0.040 -0.082 0.031
C -3.394296 2.741815 0.963681 -0.028 0.078 -0.031
C -2.611617 2.096229 1.913831 -0.046 -0.054 -0.034
C -2.482496 0.724091 1.913041 0.062 -0.066 0.153
C -3.144585 -0.058954 0.954792 -0.240 0.454 -0.176
N -0.307365 -1.603751 1.153020 -0.610 0.718 -0.700
N 1.031149 -1.598216 1.032251 0.828 -0.309 0.340
C 1.557374 -0.718711 0.282851 -0.904 0.071 -0.074
C 2.985887 -0.659471 0.042564 0.701 0.155 -0.129
C 3.733590 -1.825530 0.100603 0.316 -0.067 -0.060
C 5.064379 -1.820961 -0.291306 -0.725 1.246 -0.050
N 5.829338 -3.028326 -0.244393 0.392 -0.640 -0.004
O 5.286163 -4.031133 0.173358 -0.049 -0.155 0.066
O 6.982545 -2.981600 -0.630356 0.172 -0.044 -0.034
C 5.654996 -0.648241 -0.761878 0.034 -0.473 0.089
C 4.930887 0.518482 -0.791750 -0.194 0.122 0.082
C 3.595822 0.559504 -0.355784 0.289 -0.651 0.087
N 2.877231 1.728323 -0.322189 -0.302 0.186 -0.218
C 3.282530 2.876516 -1.106070 -0.170 0.065 -0.366
C 2.036657 3.659205 -1.527834 0.193 0.161 0.171
C 1.232482 4.097516 -0.308577 -0.148 -0.210 -0.165
C 0.882583 2.873078 0.530900 0.238 0.134 0.129
C 2.162573 2.119014 0.880242 -0.309 -0.018 0.246
H -2.692784 -1.571870 2.985803 0.034 -0.086 -0.124
H -2.988746 -3.100128 2.188171 0.138 0.130 -0.014
H -2.399720 -3.981743 0.360011 0.040 -0.045 0.094
H -3.215856 -5.253833 -1.529596 0.042 -0.085 0.008
H -4.710306 -4.220933 -3.207433 -0.027 -0.040 -0.085
H -5.329938 -1.819445 -2.955265 -0.051 0.039 -0.048
H -4.653369 2.445503 -0.752274 -0.055 0.026 -0.060
H -3.489225 3.816164 0.975978 -0.016 0.103 -0.012
H -2.090265 2.671596 2.664562 0.053 0.030 0.073
H -1.844199 0.270374 2.655214 0.024 -0.061 0.046
H -0.841333 -0.930620 0.596894 0.148 -0.311 0.254
H 0.940560 0.013257 -0.257504 0.019 -0.039 0.079
H 3.264958 -2.742310 0.422903 -0.027 -0.061 -0.018
H 6.687720 -0.671315 -1.074125 0.024 0.014 -0.018
H 5.417719 1.423465 -1.117141 0.032 0.088 -0.005
H 3.804804 2.534435 -2.000067 0.041 0.027 0.088
H 3.951722 3.533689 -0.530512 0.069 -0.029 -0.030
H 2.341697 4.526181 -2.114781 0.004 0.011 -0.064
H 1.417016 3.021045 -2.160765 0.021 -0.022 -0.068
H 0.324000 4.612790 -0.622617 0.010 0.083 0.031
H 1.825166 4.792495 0.290571 0.005 0.079 0.038
H 0.374262 3.168947 1.449052 -0.047 -0.023 0.046
H 0.207786 2.225918 -0.033435 -0.050 -0.077 0.018
H 1.949930 1.238078 1.486040 0.067 0.129 0.010
H 2.809154 2.785855 1.473190 -0.011 -0.072 0.061
```
Forces are in eV/Å.

***

2.
This record from the OMol25 dataset describes a single C4H4N2O2S molecule at a distorted geometry. The level of theory is ωB97M-V with the def2-TZVPD basis set.

Values from the calculation:
Charge ... 0
HOMO energy (spin up / spin down) ... -8.87 / -8.87 eV
ΔE to the lowest compared entry with this formula, charge and spin ... 549.5 kJ/mol
SMILES ... [O-][n+]1onc2c1CCS2
E_tot ... -812.8197 Ha

XYZ file:
```
13
Properties=species:S:1:pos:R:3:forces:R:3
O 3.282844 2.187416 0.053792 -0.561 -0.769 -0.464
N 2.933633 1.024849 -0.046996 0.687 -0.056 1.123
O 4.127894 -0.049872 -0.056062 -0.750 1.957 -0.100
N 3.580230 -1.249325 -0.048751 -1.963 0.143 0.027
C 2.287541 -1.051914 0.039344 1.054 -1.248 -0.035
C 1.841416 0.294866 0.091456 2.051 -0.972 -0.595
C 0.355485 0.444657 0.111532 2.056 0.160 -1.118
C -0.266255 -0.951100 -0.067452 1.992 1.113 -2.184
S 1.030079 -2.242970 0.044495 -0.114 -0.271 0.300
H 0.106621 0.875402 1.001287 -0.922 1.088 2.667
H 0.166773 1.210015 -0.620196 -0.884 -0.048 -0.712
H -0.950794 -1.119284 0.707492 -1.518 -0.390 0.316
H -0.522732 -0.914503 -1.138357 -1.128 -0.708 0.776
```
Forces are in eV/Å.